Formula: C2H3CrLiO2
Source: the Open Molecules 2025 dataset
Level of theory: wB97M-V/def2-TZVPD

As for the spin multiplicity: 5. The HOMO-LUMO gap (spin up / spin down) comes out at 4.512 / 5.731 eV. Its net charge is +2.

CARTESIAN COORDINATES (ANGSTROEM)
C 2.2619 -3.6592 2.2231
C 1.1198 -4.0304 1.6018
O 3.4363 -4.2865 1.9986
H 2.2480 -2.8532 2.9668
H 1.1341 -4.7924 0.8106
Cr 5.1468 -3.7062 2.4087
H -0.8048 -3.6550 1.1773
Li 2.8192 -5.9188 1.4520
O -0.0604 -3.4520 1.8845

These are the Löwdin partial charges, in e, on atoms 1 to 2: -0.221, -0.197

---

Formula: C5H14N2O
Source: the Open Molecules 2025 dataset
Level of theory: wB97M-V/def2-TZVPD

The SMILES is CN[C@H](CN)[C@H](C)O. The calculation puts the energy above the lowest of the compared OMol25 structures with the same formula, charge and spin at 80.59 kcal per mole. The HOMO-LUMO gap comes out at 9.796 eV. Its net charge is 0.

CARTESIAN COORDINATES (ANGSTROEM)
N -0.7321 1.4170 -1.7684
H -1.5361 -0.5693 -0.6236
O 0.7851 0.9834 1.3951
H 2.3224 -1.1370 -0.6912
H -1.6200 1.0468 -1.6149
C -0.3141 0.1653 1.0869
H -1.0488 1.8008 2.1026
H -0.1690 -2.5487 0.0626
H -0.1931 -0.5537 1.9209
H 2.1418 -2.7653 -0.0875
C -1.4789 0.9671 1.5810
C 1.6837 -1.7801 -0.0083
H 0.8405 1.6483 0.7472
C -0.3241 -0.4758 -0.3547
C 0.3689 0.4404 -1.4458
H 0.6941 -0.1397 -2.3458
H 1.8943 -1.5293 1.1051
H -2.0434 0.5486 2.3997
H 1.1646 1.0578 -0.9526
H -2.1002 1.4601 0.6818
N 0.3130 -1.8078 -0.4650
H -0.6485 1.7712 -2.7249

These are the Löwdin partial charges, in e, on atoms 1 to 2: -0.012, 0.182

---

Formula: C25H41Cl3N3O3SSiYb
Source: the Open Molecules 2025 dataset
Level of theory: wB97M-V/def2-TZVPD

The calculation puts the energy above the lowest of the compared OMol25 structures with the same formula, charge and spin at 80.42 kcal per mole. As for the spin multiplicity: 2. The HOMO-LUMO gap (spin up / spin down) comes out at 6.220 / 6.219 eV. Its net charge is 0.

CARTESIAN COORDINATES (ANGSTROEM)
C -0.7637 5.6578 2.0574
C -2.2454 -3.7374 -0.4745
H 1.7797 4.2048 6.0602
H -2.6937 -2.5668 -3.1121
H -0.0809 -4.2605 2.4737
H 3.4626 -2.6372 -0.1876
C 1.0046 -4.1523 2.5775
C 0.6869 -2.1082 -4.8673
C 2.9065 -1.4889 2.5473
H 2.1173 2.4648 6.2439
H 1.6931 -0.6256 -1.8511
H -2.1959 3.3573 -4.1530
H -2.8709 -4.5891 -0.7461
H 1.1539 1.8025 3.4592
H -4.1714 -1.8177 -2.4726
H 2.8609 -1.6375 3.6315
H 0.9728 -4.1323 -5.4413
H -3.5234 3.9845 0.9167
O 0.4579 -2.1663 -2.4305
Cl 1.5876 1.3206 1.1029
C 0.0765 0.3022 -3.0494
H 1.5542 1.8173 -2.5687
H 2.4973 -4.1453 -0.2912
C -1.2342 0.1289 -3.5481
H -0.0565 -1.3503 -5.0925
H -0.3219 4.2855 6.4571
C -3.0044 -1.4110 -0.2553
C 0.1869 4.7596 1.6132
H 0.1463 3.7521 -3.2809
C -0.6575 3.3998 5.9115
C 1.7834 3.2407 5.5386
C -2.4902 4.2512 1.1254
H 1.2374 -4.0633 3.6474
H -1.5315 3.6569 5.3117
H -3.0746 1.0171 -4.2101
H 3.3555 -1.8023 -3.0681
H -0.4506 6.5397 2.6144
C 0.2493 2.1368 4.0144
C -2.1217 5.4069 1.7892
C -1.5127 3.3588 0.6441
H 2.7051 -0.4274 2.3359
C -1.5613 2.5263 -3.8073
H -2.8879 6.1234 2.1009
H -0.9205 2.6188 6.6442
O -2.5930 -1.2747 0.9159
O -0.8778 1.7238 3.6333
C 0.5558 1.6448 -2.9760
N -0.1965 3.6584 0.9154
H 1.4910 -5.0622 2.2048
H 1.9378 -2.9971 -6.3842
H 0.5190 2.9138 0.6905
C -2.0495 1.2162 -3.8752
H 3.9322 -1.7012 2.2053
Si 1.7139 -2.6554 1.6009
C -0.2471 2.7321 -3.3459
N -2.8823 -2.5348 -0.9842
C 0.9436 -0.8430 -2.6384
H 2.7336 -3.4028 -2.6396
H 3.7347 -3.9512 0.9801
C 0.9730 -3.1266 -5.8828
Cl 0.1254 -1.6223 3.4129
Cl 0.2746 -1.4905 0.2366
C 2.9575 -3.4232 0.3937
C 1.3171 -2.0535 -3.6183
H 0.1956 -3.0845 -6.6510
S -1.8786 1.9837 -0.2479
H 1.2564 4.8503 1.7986
H 2.5128 3.2976 4.7256
C -3.4567 -2.6312 -2.3204
Yb -0.8920 0.1209 1.8280
H -2.1393 -3.6646 0.6043
H -3.9734 -3.5919 -2.4409
N 0.4393 2.9847 5.0311
H -1.2612 -3.8803 -0.9253
H -1.6198 -0.8896 -3.6481
H 3.1392 -3.0477 -4.3131
C 2.7022 -2.6189 -3.4020
H -3.4924 -0.5735 -0.7940

These are the Löwdin partial charges, in e, on atoms 1 to 2: -0.077, -0.041

---

Formula: C5H11NO
Source: the Open Molecules 2025 dataset
Level of theory: wB97M-V/def2-TZVPD

The SMILES is C=C/C=C/CN.O. The calculation puts the energy above the lowest of the compared OMol25 structures with the same formula, charge and spin at 55.49 kcal per mole. The HOMO-LUMO gap comes out at 9.374 eV. Its net charge is 0.

CARTESIAN COORDINATES (ANGSTROEM)
H -1.3533 -1.0285 -1.7620
H 3.1091 1.6230 0.8519
C -2.7804 0.4358 -2.2262
H -3.2079 -0.0515 -3.0843
N 2.3382 1.6554 0.2031
C 1.0836 1.2236 0.7845
O 1.1271 -3.5198 2.5843
H 0.8325 -4.2464 3.1515
C 0.2715 0.5096 -0.2839
C -1.7568 -0.0472 -1.5343
H 0.9112 -0.2374 -0.7493
H 2.6328 1.2301 -0.6614
H -3.2083 1.4103 -2.0074
H 0.5555 2.0484 1.2394
C -1.0214 0.7286 -0.5322
H 0.2632 -3.1861 2.3119
H 1.2232 0.4136 1.4915
H -1.4595 1.4930 0.0949

These are the Löwdin partial charges, in e, on atoms 1 to 2: 0.100, 0.060

---

Formula: C15H26N2O
Source: the Open Molecules 2025 dataset
Level of theory: wB97M-V/def2-TZVPD

The SMILES is CC(=O)NC[C@H]1CCCN1CC=C1CCCCC1. The calculation puts the energy above the lowest of the compared OMol25 structures with the same formula, charge and spin at 27.92 kcal per mole. The HOMO-LUMO gap comes out at 8.848 eV. Its net charge is 0.

CARTESIAN COORDINATES (ANGSTROEM)
H -1.6697 -4.1693 -2.1231
H -0.2903 1.1171 -1.2161
C 3.0871 2.5571 -0.7463
H 4.1698 2.4304 -0.5381
H 1.6831 3.9433 0.1633
H -0.8480 -1.4350 5.2364
C 0.4784 -0.1654 3.9368
H -0.7043 0.3110 5.6496
H -0.2277 -2.6366 -0.7036
H 2.5319 1.0650 2.5474
H -0.5660 1.3973 3.0101
C -0.2351 0.0353 -1.0466
N 1.8714 0.7385 0.1334
H 0.4867 -0.6077 0.8889
C -1.2568 -0.8217 -1.3053
H -1.9409 -2.5949 -0.3963
H -3.6766 -0.7791 -3.5460
H -3.3377 -0.2296 -1.2348
H 3.0272 3.1223 -1.7450
H -1.5660 -0.1474 4.1691
C -0.7395 -0.3773 4.7991
H 1.6974 2.5647 2.7572
H -0.7519 -3.0784 -3.1483
C 1.4193 1.9159 0.8904
H 2.0474 1.1030 -1.9776
H -2.4026 0.7784 -2.2808
C -2.8880 -2.6065 -2.8647
H 3.0243 3.2916 1.2049
C 2.3257 3.1341 0.4255
C 1.6029 1.6154 2.3434
C -2.4687 -0.2897 -1.9414
C -2.7500 -1.1193 -3.2133
C -1.2298 -2.3250 -1.0565
H 3.3527 0.4575 -1.2433
C -1.5015 -3.1402 -2.3494
H -1.9858 -0.9722 -3.9796
C 2.5449 1.2161 -1.0466
H -3.6636 -2.7685 -2.1107
H 1.4423 -1.2122 -0.4058
H 0.3573 2.1123 0.8198
H -3.1842 -3.2132 -3.7936
O 1.4478 -0.8716 4.0075
C 0.9106 -0.3278 -0.0925
N 0.3766 0.9822 3.1223

These are the Löwdin partial charges, in e, on atoms 1 to 2: 0.088, 0.110

---

Formula: C5H8N2O2
Source: the Open Molecules 2025 dataset
Level of theory: wB97M-V/def2-TZVPD

The calculation puts the energy above the lowest of the compared OMol25 structures with the same formula, charge and spin at 116.22 kcal per mole. The HOMO-LUMO gap (spin up / spin down) comes out at 7.436 / 7.434 eV. Its net charge is 0.

CARTESIAN COORDINATES (ANGSTROEM)
H -0.9845 -1.2237 1.0326
H -1.4250 1.7108 -1.4850
C -0.0603 -1.0088 0.4920
C 1.2012 0.9362 0.1340
N 2.1884 1.6148 -0.1797
C -0.1879 0.0956 -0.8236
C -1.4827 0.8801 -0.7812
H -0.2600 0.0287 2.7871
O 0.3089 -0.3423 -1.8793
H -1.6887 1.2628 0.2190
C 0.6875 0.0966 1.1394
H -2.3037 0.2287 -1.0834
H 2.0518 2.1577 -1.0345
O 0.2116 0.6823 2.2504
N 0.6423 -2.1867 0.0864
H 1.1108 -1.9883 -0.8008
H -0.0098 -2.9444 -0.0734

These are the Löwdin partial charges, in e, on atoms 1 to 2: 0.146, 0.086

---

Max |F| list, top to bottom, in eV Å⁻¹: 3.11, 3.90, 3.51, 1.83, 4.85, 2.95